Formula: C5H9N3
Source: OMol25
Level of theory: ωB97M-V with the def2-TZVPD basis set

Computed properties:
Relative energy (zero: lowest compared OMol25 entry of this formula, charge and spin) in kcal per mole: 181.67
Frontier orbital gap in hartree: 0.32484
HOMO energy in eV: -8.071
Energy in eV: -9793.5889

Last column: Löwdin charge in e.
Cartesian coordinates (Å):
C 1.014 -1.019 0.012  -0.55
C -0.439 -1.583 -0.138  -0.03
C -1.361 -0.553 -0.015  -0.17
C 0.061 1.647 -0.247  -0.06
C -1.492 1.972 0.461  -0.08
H 1.379 -1.945 1.883  0.23
H 2.943 -1.590 0.803  0.10
H 0.694 0.038 -1.494  0.06
H -0.920 -2.513 0.326  0.10
H -2.501 -0.777 -0.328  0.15
H 0.523 1.444 0.535  -0.02
H 0.228 2.389 -1.174  0.16
H -2.221 2.558 -0.022  0.05
H -1.541 1.901 1.614  0.11
N 1.934 -1.432 0.840  0.06
N 1.450 0.016 -0.755  0.04
N -1.282 0.803 -0.453  -0.14